Record 1
One molecule with the formula H3N3O3S. Source: the OMol25 dataset; level of theory: the ωB97M-V functional and the def2-TZVPD basis.

Geometry (Å):
N: -0.103377 -1.011613 -0.643329
N: 1.062932 0.611988 0.704220
N: 0.920098 -0.216481 -0.431325
O: -0.030806 -1.760002 -1.579787
O: -1.523405 1.013454 -0.422883
O: -1.482923 -0.386802 1.529097
S: -1.871922 -0.276791 0.135056
H: 1.201113 1.718794 0.465694
H: 0.233142 0.529809 1.354784
H: 1.595147 -0.222356 -1.111527

Forces on the atoms, in the same order (eV/Å):
N 1.642 0.766 -0.010
N 0.145 2.689 0.270
N -2.603 0.301 2.405
O 0.062 -0.515 -0.490
O -0.840 0.010 -0.293
O -0.552 -0.309 0.145
S -0.389 1.019 0.891
H -0.838 -3.736 0.116
H 1.072 -0.154 -1.215
H 2.302 -0.071 -1.820

For the highest occupied orbital energy (alpha / beta), the calculation gives -9.73 / -9.73 eV. The value obtained for the largest force on an atom is 3.83 eV Å⁻¹. Its molecular weight is 125.11 g/mol. The calculation puts the energy above the lowest of the compared OMol25 structures with the same formula, charge and spin at 1.194 eV. Its HOMO-LUMO gap (alpha / beta) is 9.141 / 9.140 eV. As for the total charge: 0. Its SMILES is NN[N+]([O-])=S(=O)=O.

How positive or negative is each atom? The natural (NBO) charges in e answer that: N 0.19; N -0.66; N -0.18; O -0.36; O -0.92; O -0.94; S 1.69; H 0.39; H 0.42; H 0.38

=====

Record 2
One molecule with the formula C2H4N4O2. Source: the OMol25 dataset; level of theory: the ωB97M-V functional and the def2-TZVPD basis.

Geometry (Å):
C: -0.350392 -0.003788 -0.985896
C: 0.549842 -0.992203 0.903416
N: 0.232479 -1.293294 -1.239172
N: 0.567049 -1.824359 -0.157177
N: -0.042557 0.279311 0.442451
N: 1.949648 -0.740045 1.593415
O: 2.392970 -1.639430 2.258155
O: 2.330116 0.429407 1.460290
H: 0.197247 0.772715 -1.512526
H: -1.344273 0.035713 -1.202488
H: 0.101972 -1.498435 1.737201
H: 0.746493 0.889617 0.406848

Forces on the atoms, in the same order (eV/Å):
C 3.772 1.450 2.004
C -1.274 2.969 2.441
N -0.573 -1.464 0.786
N 1.675 -2.425 -4.115
N -0.261 -1.352 0.174
N -0.725 1.401 -0.978
O 0.243 0.784 -0.382
O 0.622 -1.908 0.632
H -0.246 -0.106 -0.817
H -2.818 -0.211 -0.673
H -0.811 -0.014 0.455
H 0.396 0.876 0.472

For the highest occupied orbital energy, the calculation gives -10.65 eV. The value obtained for the largest force on an atom is 5.06 eV Å⁻¹. Its molecular weight is 116.08 g/mol. The calculation puts the energy above the lowest of the compared OMol25 structures with the same formula, charge and spin at 4.372 eV. Its HOMO-LUMO gap is 10.234 eV. As for the total charge: 0. Its SMILES is O=[N+]([O-])[C@@H]1N=NCN1.

How positive or negative is each atom? The natural (NBO) charges in e answer that: C -0.14; C 0.12; N -0.06; N -0.16; N -0.62; N 0.54; O -0.31; O -0.38; H 0.21; H 0.21; H 0.21; H 0.39

=====

Record 3
A 2-piece molecular cluster, C3H11N3 overall. Source: the OMol25 dataset; level of theory: the ωB97M-V functional and the def2-TZVPD basis.

Geometry (Å):
C: 0.130432 -2.105542 0.605749
C: 0.854130 -3.141154 -0.203420
N: -0.034568 -4.327682 -0.489411
H: -0.687435 -1.583650 0.107743
H: 0.853911 -1.356028 0.943073
H: -0.299495 -2.493041 1.540582
H: 1.845796 -3.470953 0.115076
H: 1.071820 -2.706465 -1.178866
H: 0.271895 -4.723201 -1.383185
H: 0.283235 -5.043660 0.167471
N: 0.065624 4.524877 -0.168073
C: -0.171863 3.266103 0.324559
N: -1.039605 2.508098 -0.198264
H: 0.348325 5.269527 0.448423
H: -0.633751 4.781342 -0.846508
H: 0.477911 2.955306 1.136752
H: -0.955579 1.568781 0.179215

Forces on the atoms, in the same order (eV/Å):
C 0.366 0.456 1.521
C -0.816 -0.741 -1.788
N 1.257 -0.070 0.228
H 0.169 -0.289 -0.394
H -0.070 0.160 -0.136
H 0.120 -0.243 -0.262
H -0.165 0.256 0.784
H -0.049 0.211 -0.136
H -0.282 0.224 0.181
H -0.533 0.048 0.000
N -0.248 0.031 -0.055
C 0.204 0.044 0.066
N 0.002 -0.277 -0.280
H 0.046 -0.202 0.084
H -0.019 0.229 -0.113
H 0.219 0.086 0.187
H -0.201 0.078 0.112

For the highest occupied orbital energy, the calculation gives -9.47 eV. The value obtained for the largest force on an atom is 2.10 eV Å⁻¹. Its molecular weight is 89.14 g/mol. The calculation puts the energy above the lowest of the compared OMol25 structures with the same formula, charge and spin at 0.928 eV. Its HOMO-LUMO gap is 10.421 eV. As for the total charge: 0. Its SMILES is [H]/N=C/N.CCN.

How positive or negative is each atom? The natural (NBO) charges in e answer that: C -0.62; C -0.23; N -0.82; H 0.22; H 0.20; H 0.21; H 0.18; H 0.18; H 0.35; H 0.34; N -0.82; C 0.27; N -0.71; H 0.38; H 0.39; H 0.14; H 0.34

=====

Record 4
C5H20B2InN4O2 as an isolated structure. Source: the OMol25 dataset; level of theory: the ωB97M-V functional and the def2-TZVPD basis.

Geometry (Å):
C: -3.052383 -1.203928 0.656344
C: -2.126539 -2.051952 1.523708
C: -0.834218 -2.506108 0.818536
N: -0.372577 -1.537781 -0.162682
In: 0.697272 0.168150 0.633640
N: -0.518110 1.222078 2.047394
B: 2.682057 -0.454502 1.643143
N: 3.013933 -0.353236 3.044154
O: 3.751826 -0.935823 0.873118
B: 1.013857 1.618592 -1.159789
O: 2.225696 2.276619 -1.394133
N: -0.106996 1.943135 -2.045809
C: -0.419283 0.830215 -2.942208
C: -0.013361 3.232851 -2.732910
H: -2.938879 -1.460575 -0.395407
H: -4.094432 -1.372349 0.936691
H: -2.822141 -0.146694 0.766163
H: -1.840877 -1.494144 2.418839
H: -2.648025 -2.942397 1.884769
H: -0.084628 -2.740223 1.592996
H: -1.064105 -3.457464 0.316784
H: 0.199214 -2.012608 -0.851788
H: 0.012407 1.621810 2.811151
H: -1.301827 0.707444 2.429311
H: 3.697903 -1.064838 3.292080
H: 2.186845 -0.501657 3.607883
H: 3.371139 -1.361680 0.104823
H: 2.937721 1.639670 -1.447801
H: 0.066953 0.957435 -3.915432
H: -1.498894 0.753082 -3.098626
H: -0.083200 -0.103026 -2.493690
H: 1.016859 3.528328 -2.939815
H: -0.500062 4.009049 -2.140196
H: -0.553144 3.192530 -3.681238

Forces on the atoms, in the same order (eV/Å):
C -0.130 -0.223 0.053
C 0.317 0.042 0.219
C -0.150 -0.091 -0.513
N -0.002 0.145 0.410
In 0.176 0.150 -0.349
N -0.125 -0.032 -0.346
B 0.010 -0.011 0.158
N -0.331 -0.696 -0.181
O 0.067 -0.347 0.151
B -0.223 -0.855 0.031
O -0.118 0.587 -0.594
N 0.817 0.552 -0.197
C -0.434 0.180 0.470
C -0.459 -0.189 -0.137
H 0.045 0.021 -0.043
H -0.067 0.133 0.074
H -0.006 0.070 -0.143
H -0.101 0.105 0.035
H -0.023 -0.060 0.018
H -0.019 -0.103 0.116
H 0.041 -0.083 -0.033
H 0.047 0.002 0.015
H -0.056 -0.135 0.128
H 0.053 0.041 0.177
H 0.218 0.272 0.131
H 0.069 0.419 0.165
H 0.107 0.225 -0.349
H 0.165 -0.029 0.705
H 0.103 -0.073 -0.050
H -0.062 -0.035 -0.141
H -0.085 -0.097 0.004
H 0.064 0.026 -0.005
H 0.110 0.096 0.087
H -0.021 -0.005 -0.066

For the highest occupied orbital energy, the calculation gives -3.33 eV. The value obtained for the largest force on an atom is 1.00 eV Å⁻¹. Its molecular weight is 304.68 g/mol. Its HOMO-LUMO gap is 6.323 eV. As for the total charge: -1.

How positive or negative is each atom? The Mulliken charges in e answer that: C -0.98; C -0.43; C -0.63; N -0.54; In 0.88; N -0.58; B -0.01; N -0.54; O -0.64; B -0.03; O -0.67; N -0.06; C -0.93; C -0.98; H 0.25; H 0.36; H 0.20; H 0.17; H 0.42; H 0.17; H 0.46; H 0.16; H 0.12; H 0.08; H 0.20; H 0.22; H 0.27; H 0.27; H 0.36; H 0.24; H 0.27; H 0.29; H 0.26; H 0.39

=====

Record 5
A 2-piece molecular cluster, C3H9NS2 overall. Source: the OMol25 dataset; level of theory: the ωB97M-V functional and the def2-TZVPD basis.

Geometry (Å):
C: 0.067555 -1.998394 0.752452
S: 1.855450 -1.456402 0.732336
S: 1.588455 0.333480 1.705529
H: 0.162473 -3.104213 1.082768
H: -0.793566 -1.715265 1.426489
H: -0.302774 -1.960672 -0.253099
H: 2.165098 -0.045078 2.902491
C: 0.084922 0.775911 -1.755591
C: -1.466662 1.674655 -0.133342
N: -1.041919 0.651012 -0.829801
H: 0.659984 -0.151946 -1.888047
H: -0.374976 0.986817 -2.675563
H: 0.662454 1.630562 -1.422643
H: -1.951611 1.610666 0.824142
H: -1.314882 2.768867 -0.468118

Forces on the atoms, in the same order (eV/Å):
C -0.018 -3.219 1.043
S -1.929 0.489 0.601
S 0.947 0.018 0.849
H -0.110 1.384 -0.940
H 1.717 0.943 -0.346
H -0.157 0.026 -0.440
H -0.460 0.332 -0.731
C -1.156 0.539 0.654
C 1.784 -0.316 -3.046
N -0.367 1.185 3.462
H -0.240 0.346 0.571
H -0.198 0.436 -1.784
H 0.634 -0.067 -0.303
H -0.884 -0.682 -0.068
H 0.435 -1.414 0.477

For the highest occupied orbital energy, the calculation gives -8.79 eV. The value obtained for the largest force on an atom is 3.68 eV Å⁻¹. Its molecular weight is 123.25 g/mol. The calculation puts the energy above the lowest of the compared OMol25 structures with the same formula, charge and spin at 2.374 eV. Its HOMO-LUMO gap is 9.338 eV. As for the total charge: 0. Its SMILES is C=NC.CSS.

How positive or negative is each atom? The natural (NBO) charges in e answer that: C -0.76; S 0.08; S -0.15; H 0.21; H 0.25; H 0.22; H 0.13; C -0.45; C -0.06; N -0.41; H 0.21; H 0.20; H 0.19; H 0.18; H 0.13

=====

Record 6
C7H13BO2 as an isolated structure. Source: the OMol25 dataset; level of theory: the ωB97M-V functional and the def2-TZVPD basis.

Geometry (Å):
B: -2.011997 -0.096752 0.917212
C: 0.653406 -0.554521 1.823352
C: -0.616421 -0.018381 0.392637
C: 1.891077 0.000336 1.304607
C: 1.703050 0.513896 -0.200974
C: 0.319082 0.150509 -0.702294
C: 0.260416 -1.260771 -1.505088
C: -0.026170 1.246398 -1.661353
O: -2.328037 -1.161903 1.773929
O: -2.990735 0.746233 0.551829
H: 0.375852 -0.564559 2.837090
H: 2.060224 0.911288 1.964717
H: 2.612629 -0.780376 1.511434
H: 1.902573 1.615432 -0.349087
H: 2.423230 0.010113 -0.923865
H: 0.261254 -2.175480 -0.768952
H: 1.184388 -1.417583 -2.238779
H: -0.624258 -1.244624 -2.076556
H: -1.048433 1.221687 -1.873319
H: 0.534871 1.103899 -2.749791
H: 0.390518 2.194890 -1.218986
H: -3.208396 -1.197333 2.005358
H: -3.718124 0.757603 1.186879

Forces on the atoms, in the same order (eV/Å):
B -0.249 -1.881 0.524
C -4.160 1.761 -5.228
C 3.901 -1.471 4.783
C -0.154 1.875 -0.065
C 2.157 -1.318 0.276
C 0.303 -1.506 -1.315
C 3.069 -0.863 1.257
C 2.658 0.794 -2.592
O 3.298 0.530 -0.778
O -1.120 1.458 -0.181
H -0.454 -0.266 1.090
H 0.561 -0.995 -0.688
H 1.001 0.243 -0.387
H -0.172 -1.205 0.774
H -0.504 0.584 1.057
H -0.073 1.826 -1.375
H -1.851 0.582 1.500
H -1.129 -0.254 -0.699
H -1.689 0.573 -0.368
H -1.204 0.277 2.789
H -1.219 -0.594 -0.808
H -2.955 -0.175 0.805
H -0.015 0.024 -0.370

For the highest occupied orbital energy (alpha / beta), the calculation gives -7.87 / -7.92 eV. The value obtained for the largest force on an atom is 6.91 eV Å⁻¹. Its molecular weight is 139.99 g/mol. The calculation puts the energy above the lowest of the compared OMol25 structures with the same formula, charge and spin at 3.650 eV. Its HOMO-LUMO gap (alpha / beta) is 8.008 / 8.317 eV. As for the total charge: 0.

How positive or negative is each atom? The natural (NBO) charges in e answer that: B 0.98; C -0.04; C -0.19; C -0.54; C -0.38; C -0.19; C -0.59; C -0.58; O -0.87; O -0.87; H 0.17; H 0.22; H 0.23; H 0.21; H 0.21; H 0.22; H 0.20; H 0.20; H 0.21; H 0.20; H 0.21; H 0.47; H 0.48

=====

What did the second record say?
One molecule with the formula C2H4N4O2. Source: the OMol25 dataset; level of theory: the ωB97M-V functional and the def2-TZVPD basis.

Geometry (Å):
C: -0.350392 -0.003788 -0.985896
C: 0.549842 -0.992203 0.903416
N: 0.232479 -1.293294 -1.239172
N: 0.567049 -1.824359 -0.157177
N: -0.042557 0.279311 0.442451
N: 1.949648 -0.740045 1.593415
O: 2.392970 -1.639430 2.258155
O: 2.330116 0.429407 1.460290
H: 0.197247 0.772715 -1.512526
H: -1.344273 0.035713 -1.202488
H: 0.101972 -1.498435 1.737201
H: 0.746493 0.889617 0.406848

Forces on the atoms, in the same order (eV/Å):
C 3.772 1.450 2.004
C -1.274 2.969 2.441
N -0.573 -1.464 0.786
N 1.675 -2.425 -4.115
N -0.261 -1.352 0.174
N -0.725 1.401 -0.978
O 0.243 0.784 -0.382
O 0.622 -1.908 0.632
H -0.246 -0.106 -0.817
H -2.818 -0.211 -0.673
H -0.811 -0.014 0.455
H 0.396 0.876 0.472

For the highest occupied orbital energy, the calculation gives -10.65 eV. The value obtained for the largest force on an atom is 5.06 eV Å⁻¹. Its molecular weight is 116.08 g/mol. The calculation puts the energy above the lowest of the compared OMol25 structures with the same formula, charge and spin at 4.372 eV. Its HOMO-LUMO gap is 10.234 eV. As for the total charge: 0. Its SMILES is O=[N+]([O-])[C@@H]1N=NCN1.

How positive or negative is each atom? The natural (NBO) charges in e answer that: C -0.14; C 0.12; N -0.06; N -0.16; N -0.62; N 0.54; O -0.31; O -0.38; H 0.21; H 0.21; H 0.21; H 0.39

=====

Among the records above, which one has the lowest total charge? C5H20B2InN4O2

=====

Which of these has the highest molecular weight? C5H20B2InN4O2